The following is a quantum chemistry calculation of 2 unconnected molecules or ions with the total composition C4H10OSi at a distorted geometry, from the Open Molecules 2025 dataset.

Last column: Mulliken charge in e.
Atoms and positions in Å:
C (1.5428, -0.0644, -0.0782)  0.53
C (2.0854, 1.1901, 0.4428)  -0.99
C (-0.9659, -1.8822, 0.0407)  -0.89
C (-1.0442, -0.4822, 0.5392)  -0.36
O (1.9105, -1.0321, -0.6495)  -0.43
Si (-1.5066, 0.9034, -0.5856)  0.47
H (3.1819, 1.2253, 0.4354)  0.36
H (1.7099, 1.3487, 1.4558)  0.28
H (1.6871, 1.9990, -0.1743)  0.27
H (-0.9976, -2.6135, 0.8480)  0.27
H (-1.7752, -2.0966, -0.6626)  0.31
H (-0.0258, -2.0534, -0.5129)  0.21
H (-0.8583, -0.3351, 1.5928)  0.47
H (-0.8671, 0.7770, -1.9012)  -0.12
H (-1.1142, 2.1710, 0.0433)  -0.16
H (-2.9625, 0.9448, -0.8336)  -0.21

Results
Energy above the lowest of the compared OMol25 structures with the same formula, charge and spin = 91.25 kcal per mole
Energy = -14231.6635 eV
HOMO-LUMO gap (spin up / spin down) = 7.93 / 8.18 eV
Net charge = 0
Lowest unoccupied orbital energy (spin up / spin down) = 0.36 / 0.41 eV